Formula: C20H67N5O11
Source: OMol25
Level of theory: ωB97M-V with the def2-TZVPD basis set

Summary:
- Frontier orbital gap: 9.092 eV
- SMILES: COC[C@H](C)N.COC[C@H](C)N.COC[C@H](C)N.COC[C@H](C)N.COC[C@H](C)N.O.O.O.O.O.O
- HOMO: -8.8 eV
- Electronic energy: -1903.5544 Eh
- Charge: 0
- ΔE to the lowest compared entry with this formula, charge and spin: 0.0 kcal/mol

The geometry in XYZ format:
```
103
C20H67N5O11 ωB97M-V with the def2-TZVPD basis set
O 0.8480 -9.4159 -8.6308
O 8.0638 -12.7566 -6.5984
O 5.9649 -11.1866 -2.8113
O 5.3072 -3.2437 -8.3134
O 10.2304 -8.8205 -5.7446
O 5.9431 -13.1217 -4.7256
O 4.9775 -8.6360 -9.2883
O 10.5913 -11.4849 -6.4863
O 2.9356 -10.1606 -12.7208
O 3.6419 -10.9951 -9.8831
O 5.9242 -14.9703 -9.0897
N 2.2834 -6.6808 -6.6410
N 7.9921 -10.0416 -7.7069
N 4.4207 -17.4264 -6.7659
N 8.9361 -2.9920 -8.3631
N 6.9659 -7.6474 -3.1018
C 6.5862 -10.0155 -3.2974
C 5.1498 -16.0366 -8.5957
C 5.6614 -10.1868 -6.9104
C 4.6285 -7.5732 -10.1163
C 7.5872 -3.1088 -8.9544
C 7.6001 -4.2097 -9.9979
C 6.1246 -8.7806 -2.6085
C 1.2311 -8.0869 -8.3350
C 6.6301 -3.3785 -7.8411
C 6.5733 -9.9173 -8.0931
C 4.3576 -3.4364 -7.2965
C 1.5249 -8.8808 -5.9311
C 5.4321 -13.6959 -8.7335
C 4.6621 -8.4802 -2.8992
C 0.6104 -9.6448 -9.9899
C 6.5070 -11.6851 -1.5968
C 6.2602 -8.5605 -8.7218
C 2.0907 -8.0882 -7.0796
C 5.2135 -16.2044 -7.0793
C 6.6525 -16.3103 -6.6280
H 9.6222 -2.9844 -9.1062
H 4.4059 -2.6173 -6.5696
H 4.1364 -10.2659 -9.4785
H 6.9998 -8.3307 -9.5096
H 5.8209 -12.4281 -1.1996
H 5.4124 -7.3820 -10.8615
H 3.6642 -10.4354 -13.2879
H 4.5123 -4.3967 -6.7855
H 11.0949 -12.1583 -6.0204
H 6.3296 -7.7081 -8.0226
H 9.0076 -2.1334 -7.8315
H 6.3611 -10.6335 -8.8953
H 6.1818 -12.9567 -9.0041
H 6.7413 -6.8333 -2.5341
H 3.5352 -10.7232 -10.8033
H 7.8737 -11.9047 -7.0355
H 1.5030 -9.4500 -10.5954
H 8.1049 -3.9071 -10.9233
H 0.3396 -10.6889 -10.1267
H 9.7238 -11.9033 -6.6535
H 2.9297 -6.6324 -5.8630
H 6.2507 -8.8378 -1.5201
H 5.3748 -13.5944 -7.6383
H 1.2730 -9.8964 -6.2320
H 3.0711 -8.5087 -7.3568
H 1.8187 -7.6470 -9.1504
H 10.3725 -9.7446 -6.0375
H 0.3336 -7.4734 -8.1594
H 7.6853 -10.0933 -3.2600
H 7.1374 -17.1496 -7.1307
H 2.6586 -6.1063 -7.3887
H 4.4474 -13.5139 -9.1654
H 8.1529 -9.4385 -6.8937
H 2.2405 -9.8842 -13.3259
H 3.3632 -3.4335 -7.7401
H 6.3652 -9.9615 -4.3654
H 6.7109 -16.4066 -5.5444
H 7.4739 -12.1695 -1.7760
H 10.4308 -8.2744 -6.5102
H 7.2070 -15.4183 -6.9337
H 4.6174 -10.1878 -7.2111
H 6.8552 -2.6997 -7.0004
H 6.7964 -4.3924 -7.4311
H 4.4484 -6.6477 -9.5534
H 7.3013 -2.1710 -9.4491
H 5.8122 -9.4166 -6.1403
H 0.6294 -8.3825 -5.5453
H 4.4564 -8.3828 -3.9654
H 4.6810 -15.3706 -6.6237
H 6.5874 -4.4580 -10.3277
H 7.3963 -12.8108 -5.8919
H 5.5926 -16.9370 -9.0309
H 5.0779 -13.0847 -5.1468
H -0.2061 -9.0251 -10.3972
H 8.5629 -9.6033 -8.4283
H 4.1054 -15.9611 -8.9238
H 2.2240 -8.9450 -5.0928
H 5.8548 -12.5685 -3.9197
H 3.7228 -7.8495 -10.6553
H 4.3104 -7.5706 -2.4081
H 4.0544 -9.2973 -2.4930
H 8.0839 -5.1199 -9.6430
H 6.6372 -10.8811 -0.8709
H 5.0830 -18.1864 -6.6111
H 7.9427 -7.8310 -2.8709
H 5.9240 -11.1194 -6.4091
H 4.0416 -17.3028 -5.8272
```

Mulliken population analysis, charges in e, atoms 1 to 99: O -0.313; O -0.793; O -0.526; O -0.347; O -0.651; O -0.633; O 0.137; O -0.730; O -0.565; O -0.567; O -0.369; N -0.714; N -0.381; N -0.754; N -0.714; N -0.697; C 0.402; C -0.853; C -0.307; C -0.833; C 0.724; C -1.492; C 0.552; C -0.938; C -0.621; C 0.554; C -0.658; C -1.541; C -0.023; C -1.344; C -0.439; C -0.800; C -1.505; C 2.198; C 0.607; C -1.270; H 0.241; H 0.347; H 0.420; H 0.574; H 0.256; H 0.359; H 0.261; H 0.213; H 0.258; H 0.388; H 0.236; H -0.155; H 0.015; H 0.273; H 0.238; H 0.660; H -0.038; H 0.395; H 0.261; H 0.346; H 0.304; H 0.349; H -0.171; H 0.345; H -0.825; H 0.300; H 0.377; H 0.362; H 0.542; H 0.448; H 0.224; H 0.366; H 0.259; H 0.264; H 0.254; H -0.799; H 0.360; H 0.293; H 0.294; H 0.175; H 0.109; H 0.311; H 0.238; H 0.213; H 0.196; H 0.113; H 0.407; H 0.111; H 0.219; H 0.288; H 0.342; H 0.317; H 0.271; H 0.333; H 0.314; H 0.329; H 0.202; H 0.392; H 0.203; H 0.489; H 0.333; H 0.405; H 0.358


Formula: C20H67N5O11
Source: OMol25
Level of theory: ωB97M-V with the def2-TZVPD basis set

Summary:
- Frontier orbital gap: 9.170 eV
- SMILES: COC[C@H](C)N.COC[C@H](C)N.COC[C@H](C)N.COC[C@H](C)N.COC[C@H](C)N.O.O.O.O.O.O
- HOMO: -9.0 eV
- Electronic energy: -1903.3912 Eh
- Charge: 0
- ΔE to the lowest compared entry with this formula, charge and spin: 102.4 kcal/mol

The geometry in XYZ format:
```
103
C20H67N5O11 ωB97M-V with the def2-TZVPD basis set
O 26.9686 12.6862 7.9936
O 23.8148 9.7557 9.5675
O 28.3100 20.6016 11.9728
O 33.9027 16.3900 6.1484
O 20.6643 12.4078 10.9561
O 24.4821 14.5118 1.8054
O 33.1006 4.7802 13.3267
O 21.9366 22.1293 8.1740
O 17.7438 15.7198 4.4928
O 24.0455 18.9667 1.9651
O 25.6344 21.1048 5.4094
N 19.1311 12.5777 5.7158
N 35.4787 4.5035 14.8012
N 26.5369 15.8951 6.0456
N 31.3325 19.1413 10.2382
N 31.4426 16.7907 3.4114
C 25.1023 15.0892 7.6876
C 29.9219 19.1743 10.6762
C 18.1504 14.8146 5.4991
C 27.3212 20.6925 10.9897
C 33.2874 5.5871 14.3956
C 29.6577 17.9014 11.4896
C 34.5118 5.8436 16.5940
C 35.1250 16.1005 5.5318
C 32.1072 5.2640 12.4221
C 17.6581 12.7813 3.9353
C 27.6366 11.5030 7.7468
C 26.5101 14.9630 7.1833
C 26.9687 13.5214 6.8350
C 18.6680 13.5262 4.7618
C 29.6440 20.4403 11.3900
C 32.7606 16.1097 5.3687
C 32.9106 18.5413 4.5237
C 34.2820 4.9070 15.4218
C 16.9423 16.7632 5.0410
C 32.7318 17.0584 4.0929
H 17.2313 14.6077 6.0474
H 19.5577 13.7731 4.1824
H 30.0475 17.7905 12.5015
H 24.4270 14.5010 7.0663
H 17.8976 11.8058 3.5121
H 28.5930 17.7000 11.3709
H 33.6708 6.3051 17.1114
H 25.2007 14.3182 1.2034
H 17.1723 17.2152 6.0059
H 21.4458 22.2299 7.3584
H 24.7877 21.4743 5.6600
H 26.9374 19.7459 10.6092
H 31.8771 4.3888 11.8144
H 29.8297 21.2305 10.6624
H 35.1383 16.1820 4.4449
H 15.9080 16.4209 5.0064
H 31.5634 18.4371 9.5520
H 31.4188 17.4608 2.6561
H 27.6206 21.3396 10.1653
H 28.6577 11.8425 7.5733
H 26.4630 21.2365 11.3843
H 30.3701 20.6637 12.1716
H 18.4836 12.3783 6.4648
H 21.5293 21.3798 8.6082
H 36.0179 3.7849 15.2627
H 30.0726 17.0144 11.0109
H 18.9022 15.2520 6.1560
H 35.3284 15.0441 5.7072
H 31.5808 19.9826 9.7376
H 27.1643 15.4196 7.9260
H 31.5462 15.9327 2.8886
H 17.3206 13.3446 3.0653
H 32.7405 15.0466 5.1286
H 19.7825 12.1260 11.1997
H 24.6719 16.0905 7.6707
H 24.9665 14.7195 8.7039
H 24.6167 18.9122 2.7312
H 33.6449 6.5312 13.9845
H 35.0440 4.0962 13.9856
H 29.2142 19.1964 9.8475
H 19.9492 12.8788 6.2258
H 33.2667 19.0827 3.6473
H 23.6833 18.0855 1.8727
H 35.1132 6.6639 16.2019
H 26.1925 21.8669 5.2544
H 31.8092 16.2203 5.8891
H 31.2166 5.7534 12.8164
H 35.9738 16.6480 5.9416
H 27.7200 10.8719 8.6316
H 32.3790 5.7002 14.9874
H 16.9350 17.6016 4.3446
H 27.9391 13.5184 6.3386
H 16.7419 12.5477 4.4777
H 31.9497 18.9483 4.8383
H 26.7173 16.8504 6.3196
H 35.1951 5.4629 17.3531
H 27.1844 10.9135 6.9492
H 26.1850 13.0679 6.2282
H 20.7255 13.3079 11.2758
H 24.8871 15.0232 2.5060
H 23.0460 10.2443 9.8614
H 27.3379 15.6891 5.4660
H 32.4803 6.0834 11.8077
H 33.8179 3.9982 15.8047
H 33.6853 18.7096 5.2718
H 24.4289 10.4286 9.2738
H 33.5653 16.7051 3.4859
```

Mulliken population analysis, charges in e, atoms 1 to 99: O -0.314; O -0.640; O -0.370; O -0.310; O -0.623; O -0.640; O -0.309; O -0.638; O -0.313; O -0.641; O -0.634; N -0.712; N -0.785; N -0.693; N -0.740; N -0.715; C -1.464; C 0.721; C -0.608; C -0.729; C -0.724; C -1.217; C -1.518; C -0.756; C -0.786; C -1.483; C -0.835; C 0.660; C -0.671; C 0.523; C -0.910; C -0.715; C -1.332; C 0.602; C -0.826; C 0.460; H 0.329; H 0.300; H 0.299; H 0.322; H 0.404; H 0.291; H 0.358; H 0.318; H 0.317; H 0.321; H 0.319; H 0.238; H 0.252; H 0.418; H 0.316; H 0.329; H 0.233; H 0.250; H 0.328; H 0.389; H 0.279; H 0.397; H 0.240; H 0.318; H 0.250; H 0.386; H 0.327; H 0.309; H 0.254; H 0.160; H 0.260; H 0.337; H 0.326; H 0.315; H 0.383; H 0.330; H 0.313; H 0.380; H 0.293; H 0.124; H 0.247; H 0.362; H 0.326; H 0.389; H 0.316; H 0.310; H 0.317; H 0.255; H 0.268; H 0.364; H 0.275; H 0.398; H 0.313; H 0.356; H 0.251; H 0.342; H 0.309; H 0.297; H 0.314; H 0.314; H 0.327; H 0.215; H 0.318


Formula: C20H68B4N4O6Sn2
Source: OMol25
Level of theory: ωB97M-V with the def2-TZVPD basis set

Summary:
- Frontier orbital gap: 7.236 eV
- HOMO: -7.0 eV
- Electronic energy: -1999.7597 Eh
- Charge: 0

The geometry in XYZ format:
```
104
C20H68B4N4O6Sn2 ωB97M-V with the def2-TZVPD basis set
Sn 1.4801 -2.4508 0.1235
Sn 2.1313 0.9591 -1.6637
O 0.9002 -3.2790 -2.4334
O -0.1344 1.9864 1.8993
O -2.0895 -0.1364 -4.1891
O 3.4050 5.1345 1.6556
O -0.1009 -2.5842 2.6700
O -4.5696 -1.2011 1.6030
N -1.6966 -1.3269 -0.7230
N 0.6035 -0.0234 -2.8347
N 2.1055 3.1328 3.2857
N -0.9671 -3.1164 -0.0299
C 0.1076 1.6151 3.2554
C 4.5715 5.2787 0.7934
C -1.6403 -3.7600 1.0878
C -1.7833 0.6051 -3.0144
C -0.0360 -1.5418 3.5747
C -2.4250 0.5053 -5.4453
C -2.7085 -0.6996 0.0956
C 0.8286 2.7986 3.9691
C -3.7411 -1.7300 0.5915
C -0.7441 0.9529 1.1749
C -3.3252 0.4143 -0.7082
C -1.1145 -3.9095 -1.2761
C 1.5527 -2.7611 -3.5981
C 3.8516 4.8027 2.9820
C -0.2785 1.0849 -2.9666
C -5.5056 -2.2056 2.0334
C 2.6766 4.3793 3.8520
C 0.1373 1.8835 -4.1505
C -1.4469 -2.8529 2.3638
C -0.5412 -3.0747 -2.4319
B 0.3220 -0.3870 -0.8502
B 2.2916 -0.6586 1.7810
B 3.1096 -1.2947 -1.3921
B 2.4054 1.7381 0.7148
H 0.9483 2.5352 5.0200
H -0.3430 0.3719 -1.2323
H -1.8143 -1.8630 2.0929
H -0.3838 -0.6356 3.0789
H 3.5288 -2.2748 -1.2251
H -0.7425 1.2049 0.1144
H -4.2535 -2.1841 -0.2566
H -2.7196 -3.8031 0.9421
H 2.4837 0.7321 0.3325
H 0.9872 -1.3827 3.9151
H -2.1829 -4.0345 -1.4525
H 1.8331 -1.6199 1.9535
H -5.0060 -2.9878 2.6050
H -3.1745 -2.5659 1.0019
H -2.0696 -3.1859 3.1942
H 2.2594 -1.3987 -2.0483
H 2.6863 -0.8875 -0.4869
H 0.9560 -0.0575 -0.0417
H -0.7425 -2.0090 -2.3223
H -2.4580 1.4514 -2.8856
H -0.8136 -4.9552 -1.2120
H -0.1415 0.0447 1.1864
H -1.6818 0.6139 1.6152
H 0.3335 1.2633 -5.0252
H -4.0071 1.0909 -0.1931
H 5.1545 6.1512 1.0881
H 1.1939 -3.1729 -4.5413
H 0.9810 -0.7599 -1.6189
H -1.9893 0.0593 -2.0936
H 0.7379 0.7261 3.2752
H -1.1587 -4.7098 1.3202
H 0.4804 -0.4272 -1.9171
H 4.2770 5.5384 -0.2235
H -0.2168 -1.1961 -0.3819
H 1.6383 0.1685 2.0122
H 2.5992 -3.0657 -3.6057
H -0.2727 1.7431 -2.0978
H -5.9643 -2.5544 1.1081
H 1.9441 5.1846 3.9068
H 3.2081 -0.6193 2.3491
H 1.6845 2.3372 0.1804
H -0.6257 2.6357 -4.3509
H -2.2827 -0.2491 0.9921
H 2.7810 2.3889 3.3880
H 4.2764 5.7477 3.3204
H -2.5485 1.0153 -1.1811
H -6.2492 -1.7102 2.6576
H -3.0462 -0.2011 -5.9960
H 2.5680 -0.6130 0.7390
H 0.0961 3.6053 3.9972
H -0.8621 1.4920 3.7379
H 4.6377 4.0565 3.0972
H -3.8962 0.0021 -1.5401
H 3.3577 2.2226 0.5646
H -0.6155 -1.6295 4.4937
H -1.4923 -2.2732 -0.2124
H -2.8971 1.4846 -5.3675
H 1.4046 -1.6897 -3.7332
H 1.0073 2.4979 -3.9190
H -1.0214 -3.3095 -3.3818
H 3.8855 -0.6535 -1.7808
H -1.5749 0.5618 -6.1252
H -0.9506 -0.6573 -0.8465
H 2.2654 1.7720 1.7841
H -2.0141 -1.4908 -1.6677
H 0.1335 -0.6990 -3.4202
H 5.1396 4.3546 0.6867
H 3.1126 4.1951 4.8339
```

Mulliken population analysis, charges in e, atoms 1 to 99: Sn 0.595; Sn 0.636; O -0.222; O -0.510; O -0.380; O -0.286; O -0.312; O -0.437; N 0.224; N -0.370; N -0.049; N -0.241; C 0.112; C -0.820; C -1.643; C 0.617; C -0.316; C -0.840; C 0.976; C -1.576; C 0.374; C 0.447; C -1.963; C -1.743; C -0.988; C -0.635; C 0.461; C -0.745; C -0.873; C -1.938; C -0.191; C 0.882; B 4.920; B 0.279; B 1.501; B 1.559; H 0.426; H -0.439; H 0.109; H -0.203; H -0.017; H -0.756; H 0.556; H 0.666; H -0.356; H 0.320; H 0.447; H 0.098; H 0.209; H -0.755; H 0.553; H -1.022; H -1.844; H 0.329; H -0.350; H 0.823; H 0.423; H 0.501; H 2.050; H 0.268; H 0.412; H 0.354; H 0.376; H 0.246; H -2.066; H -0.098; H 0.418; H -1.991; H 0.250; H -0.289; H -1.061; H 0.245; H -0.240; H 0.319; H 0.395; H -0.241; H 0.031; H 0.445; H -1.619; H 0.104; H 0.521; H 0.512; H 0.308; H 0.309; H -0.560; H 0.462; H 0.345; H 0.327; H 0.494; H -0.234; H 0.575; H -0.303; H 0.318; H 0.308; H 0.385; H 0.685; H -0.065; H 0.290; H -0.273


- Among the records above, which one has the highest HOMO?
  C20H68B4N4O6Sn2